Record 1
C5H8ClI | ωB97M-V with the def2-TZVPD basis set

Largest force on an atom: 4.54 eV/A
Charge: 0
E_HOMO: -0.30434 hartree

Cartesian coordinates (Å):
C -0.335 -0.861 0.824
C 0.850 0.064 0.273
C -0.845 1.151 -0.449
C -1.434 0.201 0.650
C 1.775 -0.493 -0.838
Cl -0.799 2.801 -0.024
I -3.344 -0.716 -0.068
H -0.406 -1.601 0.027
H -0.265 -1.214 1.850
H 1.435 0.826 0.881
H -0.747 1.087 -1.586
H -1.723 0.656 1.609
H 1.183 -0.219 -1.822
H 1.845 -1.618 -0.622
H 2.809 -0.064 -0.704

Atomic partial charges in e from the Mulliken method, atoms 1 to 8: atom 1 (C): -0.7419, atom 2 (C): -0.1053, atom 3 (C): -0.2320, atom 4 (C): -0.4128, atom 5 (C): -0.9243, atom 6 (Cl): -0.1825, atom 7 (I): -0.0652, atom 8 (H): 0.4031

---

Record 2
C27H29N3O2S4W | ωB97M-V with the def2-TZVPD basis set

Largest force on an atom: 2.45 eV/A
Charge: 0
Multiplicity: 3
E_HOMO (alpha / beta): -0.21410 / -0.25816 hartree

Cartesian coordinates (Å):
W 0.722 0.284 0.292
S 1.309 -1.760 -0.979
C 0.233 -1.631 -2.336
C 0.097 -2.768 -3.141
C -0.687 -2.750 -4.273
C -1.350 -1.590 -4.644
C -1.245 -0.467 -3.845
C -0.478 -0.480 -2.690
S -0.569 0.994 -1.671
C 0.828 1.995 -2.421
C 2.129 1.996 -1.676
C 3.118 2.857 -2.126
C 4.355 2.889 -1.497
C 4.575 1.993 -0.461
C 3.566 1.129 -0.081
C 3.827 0.044 0.909
S 2.395 -0.239 2.047
C 2.476 1.240 3.038
C 3.322 1.201 4.137
C 3.431 2.293 4.975
C 2.681 3.430 4.704
C 1.837 3.466 3.618
C 1.704 2.368 2.759
S 0.566 2.478 1.455
N 2.325 1.168 -0.627
H 0.621 -3.665 -2.845
H -0.784 -3.645 -4.868
H -1.950 -1.568 -5.540
H -1.779 0.432 -4.112
H 0.439 3.014 -2.451
H 0.970 1.641 -3.443
H 2.912 3.506 -2.962
H 5.125 3.572 -1.816
H 5.526 1.961 0.049
H 4.725 0.231 1.499
H 3.915 -0.919 0.397
H 3.875 0.294 4.325
H 4.077 2.250 5.838
H 2.749 4.288 5.356
H 1.237 4.338 3.414
C -1.879 0.752 2.882
O -0.790 -0.148 2.878
C -0.577 -0.823 1.665
C -0.400 -2.316 1.871
H -2.816 0.227 2.664
H -1.746 1.563 2.155
H -1.915 1.173 3.884
H -1.283 -2.742 2.353
H 0.451 -2.503 2.522
H -0.236 -2.811 0.914
N -1.183 -0.343 0.572
C -2.046 -0.356 -0.399
N -3.204 -0.994 -0.447
C -3.841 -1.881 0.519
C -4.285 -3.166 -0.196
O -5.136 -2.883 -1.283
C -4.486 -2.064 -2.228
C -4.056 -0.738 -1.594
H -4.729 -1.379 0.928
H -3.153 -2.118 1.331
H -4.866 -3.797 0.479
H -3.401 -3.725 -0.547
H -5.200 -1.894 -3.035
H -3.605 -2.589 -2.628
H -4.946 -0.185 -1.263
H -3.499 -0.134 -2.309

Atomic partial charges in e from the Mulliken method, atoms 1 to 8: atom 1 (W): -1.6484, atom 2 (S): -0.5118, atom 3 (C): 1.3502, atom 4 (C): -0.8372, atom 5 (C): -0.6096, atom 6 (C): -0.8045, atom 7 (C): -0.4708, atom 8 (C): -0.2086

---

Record 3
C6H10N2 | ωB97M-V with the def2-TZVPD basis set

Largest force on an atom: 5.78 eV/A
Charge: 0
E_HOMO: -0.28686 hartree
Structure (SMILES): CC1(C)C=CNC=N1

Cartesian coordinates (Å):
C -1.716 0.277 -1.056
C -0.706 -0.018 -0.106
C -1.141 -0.675 1.230
C 0.208 1.170 0.194
C 1.560 1.079 0.040
C 1.458 -1.191 -0.457
H -1.379 0.881 -1.932
H -2.437 0.970 -0.670
H -2.196 -0.601 -1.514
H -1.718 -0.047 1.872
H -0.112 -0.551 1.806
H -1.446 -1.807 1.130
H -0.230 2.112 0.384
H 2.156 1.899 0.416
H 3.265 -0.259 0.036
H 2.057 -2.007 -0.856
N 2.189 -0.097 -0.099
N 0.187 -1.136 -0.416

Atomic partial charges in e from the Mulliken method, atoms 1 to 8: atom 1 (C): -1.7381, atom 2 (C): 1.8292, atom 3 (C): -1.2943, atom 4 (C): -0.9538, atom 5 (C): -0.3699, atom 6 (C): -0.1164, atom 7 (H): 0.3656, atom 8 (H): 0.3771

---

Record 4
C46H42AsF9IrNO2S2 | ωB97M-V with the def2-TZVPD basis set

Largest force on an atom: 2.20 eV/A
Charge: +1
Multiplicity: 2
E_HOMO (alpha / beta): -0.37668 / -0.38059 hartree

Cartesian coordinates (Å):
Ir 0.369 0.288 -0.517
S -1.779 2.058 0.189
C -3.264 1.408 -0.394
C -4.349 2.283 -0.555
C -5.542 1.821 -1.057
C -5.672 0.479 -1.396
C -4.612 -0.394 -1.210
C -3.403 0.039 -0.686
As -1.870 -1.160 -0.333
C -2.754 -2.787 -0.934
C -3.044 -2.951 -2.285
C -3.773 -4.043 -2.719
C -4.230 -4.976 -1.801
C -3.944 -4.818 -0.454
C -3.200 -3.733 -0.021
C -2.010 -1.404 1.594
C -3.062 -0.837 2.303
C -3.171 -1.042 3.667
C -2.237 -1.818 4.333
C -1.187 -2.388 3.627
C -1.067 -2.178 2.264
H -4.215 3.321 -0.291
H -6.376 2.495 -1.182
H -6.603 0.103 -1.788
H -4.751 -1.436 -1.463
H -2.673 -2.225 -3.000
H -3.979 -4.171 -3.772
H -4.803 -5.826 -2.139
H -4.295 -5.542 0.266
H -2.952 -3.638 1.030
H -3.802 -0.233 1.789
H -3.992 -0.592 4.205
H -2.324 -1.973 5.399
H -0.455 -2.995 4.142
H -0.236 -2.599 1.713
C -2.986 2.302 -3.997
C -2.618 3.609 -3.706
C -1.424 3.869 -3.064
C -0.576 2.820 -2.675
C -0.944 1.510 -3.008
C -2.141 1.256 -3.653
C 0.616 3.130 -1.919
C 1.115 2.431 -0.867
C 2.215 2.986 -0.085
C 2.746 4.271 -0.295
C 3.812 4.738 0.444
C 4.392 3.955 1.431
C 3.858 2.704 1.691
C 2.787 2.243 0.956
H -3.914 2.104 -4.513
H -3.265 4.424 -3.993
H -1.157 4.887 -2.820
H -0.235 0.693 -2.821
H -2.407 0.243 -3.920
H 1.067 4.073 -2.217
H 2.333 4.925 -1.046
H 4.194 5.729 0.242
H 5.241 4.322 1.986
H 4.286 2.085 2.465
H 2.382 1.270 1.167
C 2.224 -0.610 3.734
C 1.084 0.234 4.273
S 0.545 1.374 2.924
O 0.193 0.405 1.833
C -1.076 1.938 3.612
C -0.863 3.293 4.259
H 2.520 -1.365 4.456
H 3.093 0.001 3.499
H 1.897 -1.124 2.833
H 1.383 0.854 5.115
H 0.230 -0.386 4.539
H -1.473 1.196 4.304
H -1.746 2.015 2.755
H -0.101 3.238 5.033
H -1.787 3.635 4.716
H -0.551 4.021 3.514
C 6.944 0.685 -1.421
C 5.468 0.484 -1.338
C 4.868 -0.131 -0.245
C 3.494 -0.272 -0.213
N 2.694 0.177 -1.174
C 3.254 0.755 -2.233
C 4.619 0.928 -2.352
H 7.446 0.315 -0.530
H 7.176 1.744 -1.533
H 7.349 0.170 -2.291
H 5.463 -0.508 0.572
H 3.016 -0.766 0.619
H 2.585 1.108 -3.005
H 5.022 1.406 -3.231
F 2.004 -3.577 -3.262
C 1.966 -2.676 -2.286
F 3.225 -2.275 -2.094
F 1.279 -1.622 -2.764
C 1.287 -3.169 -0.969
O 0.695 -2.180 -0.312
C 2.348 -3.931 -0.102
F 3.263 -4.566 -0.837
F 3.001 -3.090 0.705
F 1.770 -4.838 0.689
C 0.267 -4.254 -1.416
F -0.477 -3.803 -2.432
F 0.841 -5.385 -1.818
F -0.562 -4.564 -0.423

Atomic partial charges in e from the Mulliken method, atoms 1 to 8: atom 1 (Ir): 4.9207, atom 2 (S): -0.1952, atom 3 (C): 1.0833, atom 4 (C): -0.8588, atom 5 (C): -0.8392, atom 6 (C): -0.8624, atom 7 (C): -0.6950, atom 8 (C): -0.7040

---

Record 5
C16H19BN6PbTe | ωB97M-V with the def2-TZVPD basis set

Largest force on an atom: 3.73 eV/A
Charge: 0
E_HOMO (alpha / beta): -0.27158 / -0.27290 hartree

Cartesian coordinates (Å):
H -2.906 -2.070 0.766
N -1.159 -1.990 -0.493
B 0.565 -2.401 -2.380
N -0.691 -2.808 -1.512
C -1.527 -3.857 -1.663
Pb -0.689 0.495 0.374
H -1.316 -4.602 -2.428
C -2.558 -3.713 -0.736
H -3.396 -4.385 -0.610
C -2.301 -2.533 -0.030
H 0.632 -3.146 -3.317
C 1.240 1.938 0.493
H 1.066 2.568 1.350
H 1.313 2.572 -0.402
H 2.101 1.276 0.599
N 1.853 -2.478 -1.538
N 0.270 -0.950 -2.856
N 1.869 -1.684 -0.424
N -0.093 0.057 -1.979
C 3.047 -3.115 -1.696
C 0.263 -0.469 -4.114
H 3.234 -3.798 -2.506
H 0.495 -1.117 -4.953
C 3.882 -2.695 -0.642
C -0.097 0.880 -4.072
C 3.096 -1.801 0.108
C -0.302 1.180 -2.713
H 4.903 -3.013 -0.476
H -0.205 1.550 -4.905
H 3.383 -1.264 0.985
H -0.629 2.128 -2.259
H 1.005 1.056 1.711
Te -3.014 2.235 0.134
C -2.538 2.876 2.104
C -1.774 4.071 2.257
C -1.225 4.364 3.544
C -1.544 3.542 4.657
C -2.355 2.395 4.518
C -2.875 2.061 3.230
H -1.560 4.651 1.366
H -0.554 5.243 3.658
H -1.186 3.827 5.666
H -2.595 1.750 5.401
H -3.449 1.154 3.057

Atomic partial charges in e from the Mulliken method, atoms 1 to 8: atom 1 (H): 0.3660, atom 2 (N): -0.0585, atom 3 (B): 0.1882, atom 4 (N): -0.0326, atom 5 (C): -0.1321, atom 6 (Pb): 0.8153, atom 7 (H): 0.4169, atom 8 (C): -1.0308

---

Record 6
C16H25ClMoNO5P2S | ωB97M-V with the def2-TZVPD basis set

Largest force on an atom: 5.86 eV/A
Charge: +3
Multiplicity: 3
E_HOMO (alpha / beta): -0.66802 / -0.66806 hartree

Cartesian coordinates (Å):
C -0.086 -0.260 -6.427
C -0.038 0.299 -5.045
H 0.879 -0.511 -6.860
H -0.529 0.529 -7.047
H -0.697 -1.171 -6.408
O 0.960 0.449 -4.368
Cl -1.627 0.778 -4.629
Mo 0.283 0.333 -0.030
P 0.385 2.559 -0.906
C 1.867 3.502 -0.270
C 0.276 3.320 -2.570
H 0.295 4.423 -2.519
H -1.088 4.363 -0.142
H -0.643 2.981 -3.060
H -1.973 2.843 -0.506
H 2.758 3.025 -0.707
H 1.127 2.963 -3.163
C -1.077 3.270 -0.034
H 1.838 4.566 -0.558
H -1.109 2.999 1.031
H 1.917 3.412 0.824
P 0.403 -1.703 -1.116
C 1.903 -2.647 -0.652
C -0.935 -2.429 -0.093
H -0.955 -1.915 -3.074
H 0.043 -3.403 -2.739
H 0.780 -1.896 -3.463
C 0.028 -2.303 -2.777
H -1.777 -1.734 0.041
H -1.274 -3.323 -0.628
H 1.692 -3.713 -0.823
H 2.135 -2.440 0.406
H -0.543 -2.717 0.891
H 2.725 -2.294 -1.294
C 2.177 0.382 -0.379
O 3.272 0.471 -0.805
O 1.713 -1.263 2.399
C 0.693 -0.681 2.801
N -0.098 0.075 1.945
S -1.789 0.247 2.517
O -2.162 1.645 2.564
O -2.614 -0.731 1.843
C -1.311 -0.402 4.100
C -2.195 -0.650 5.147
C -1.701 -1.315 6.270
C -0.370 -1.736 6.317
C 0.491 -1.500 5.247
C 0.019 -0.797 4.128
H -3.227 -0.334 5.043
H -2.361 -1.512 7.101
H -0.013 -2.244 7.204
H 1.534 -1.809 5.271

Atomic partial charges in e from the Mulliken method, atoms 1 to 8: atom 1 (C): -1.1495, atom 2 (C): 0.7578, atom 3 (H): 0.3208, atom 4 (H): 0.4077, atom 5 (H): 0.3350, atom 6 (O): -0.5185, atom 7 (Cl): -0.1289, atom 8 (Mo): 0.0112